Below is a structure of composition C30H35Cl2I2N3O3PS3Yb, with properties calculated with wB97M-V/def2-TZVPD.

## Properties
Spin multiplicity   2
LUMO (spin up / spin down)   0.19 / 0.19 eV
HOMO level (spin up / spin down)   -7.00 / -7.00 eV
Orbital gap (spin up / spin down)   7.19 / 7.19 eV

XYZ file:
```
80
Properties=species:S:1:pos:R:3:forces:R:3:lowdin_spin:R:1
Yb -0.446 -0.523 -0.091 -0.3 -0.1 0.3 1.000
I -5.996 -5.199 -3.144 -0.2 -0.1 -0.1 0.000
C -4.383 -4.339 -2.169 0.0 0.4 0.5 0.000
C -3.093 -4.667 -2.553 0.5 0.4 0.4 0.000
C -2.001 -4.064 -1.910 -0.9 0.1 0.1 0.000
I -0.096 -4.622 -2.498 0.2 0.1 0.1 0.000
C -2.199 -3.103 -0.880 0.7 -0.4 -0.4 0.000
O -1.214 -2.461 -0.302 -0.3 -0.6 -0.4 0.001
C -3.515 -2.838 -0.481 -0.8 -0.3 -0.2 0.000
C -3.732 -2.001 0.740 0.1 0.1 -0.1 0.000
N -3.117 -0.652 0.732 0.2 0.0 0.0 0.000
C -3.127 -0.126 2.099 0.1 -0.2 0.0 0.000
C -2.020 -0.752 2.914 0.1 0.0 -0.1 0.000
C -2.141 -0.911 4.280 -0.1 0.0 0.3 0.000
C -1.096 -1.480 4.992 -0.1 0.0 0.1 0.000
C 0.026 -1.926 4.311 -0.1 0.0 0.1 0.000
C 0.057 -1.751 2.943 -0.1 0.1 -0.2 0.000
N -0.923 -1.144 2.262 0.4 -0.1 0.0 -0.001
C -4.602 -3.439 -1.121 0.5 0.0 -0.1 0.000
H -2.923 -5.383 -3.344 0.0 0.0 0.0 0.000
H -3.313 -2.525 1.599 0.1 -0.1 0.0 0.000
H -4.803 -1.904 0.922 -0.2 0.0 0.1 0.000
H -3.683 -0.043 0.161 -0.1 0.1 -0.2 0.000
H -4.078 -0.316 2.605 -0.1 0.0 0.0 0.000
H -2.985 0.946 2.061 0.1 0.3 0.0 0.000
H -3.049 -0.582 4.779 0.1 -0.1 0.0 0.000
H -1.168 -1.596 6.068 0.0 0.0 -0.1 0.000
H 0.854 -2.409 4.818 -0.1 0.1 -0.1 0.000
H 0.893 -2.107 2.356 0.1 0.0 0.0 0.000
H -5.613 -3.213 -0.791 0.1 0.0 -0.1 0.000
C -2.347 -0.844 -3.061 -0.1 0.0 -0.1 0.000
C -0.889 -0.891 -3.419 -0.1 0.0 -0.2 0.000
C -0.554 -0.935 -4.797 -0.4 0.0 0.1 0.000
C 0.744 -1.008 -5.156 0.3 0.0 -0.2 0.000
C 1.751 -1.133 -4.167 0.1 0.0 -0.3 0.000
C 3.106 -1.310 -4.529 -0.2 0.0 -0.1 0.000
C 4.025 -1.532 -3.551 0.1 -0.1 0.5 0.000
C 3.618 -1.611 -2.200 0.4 0.0 -0.1 0.000
C 2.312 -1.442 -1.798 -0.1 0.1 0.1 0.000
S 1.909 -1.690 -0.100 0.1 -0.1 -0.2 -0.001
C 1.357 -1.142 -2.819 -0.6 0.1 0.4 0.000
N 0.022 -0.925 -2.478 0.5 -0.2 0.2 0.000
H -2.820 0.052 -3.465 0.0 0.0 -0.1 0.000
H -2.529 -0.881 -1.991 0.1 0.1 0.1 0.000
H -2.857 -1.716 -3.480 0.1 0.0 0.0 0.000
H -1.347 -0.900 -5.535 0.0 0.0 0.1 0.000
H 1.033 -1.016 -6.204 0.0 0.0 0.1 0.000
H 3.385 -1.282 -5.577 0.0 0.0 0.1 0.000
H 5.071 -1.676 -3.804 -0.1 0.0 0.1 0.000
H 4.352 -1.838 -1.433 0.0 0.0 -0.1 0.000
Cl -2.197 1.731 -1.369 -0.2 0.0 -0.3 0.000
C -2.159 3.475 -1.001 0.1 -0.1 -0.2 0.000
Cl -1.119 4.385 -2.080 0.1 0.0 -0.1 0.000
H -1.807 3.569 0.012 0.1 0.0 0.3 0.000
H -3.175 3.802 -1.150 -0.2 0.2 0.1 0.000
C 3.481 1.448 3.694 0.2 0.1 0.1 0.000
C 3.206 0.620 2.458 -0.2 0.0 -0.2 0.000
C 4.180 0.837 1.318 0.1 0.0 0.0 0.000
O 1.817 0.812 2.041 0.4 -0.3 0.7 0.000
P 1.168 1.975 1.219 0.1 0.7 -0.2 0.000
S -0.706 2.060 1.830 -0.1 -0.1 0.0 -0.001
S 1.289 1.673 -0.722 0.0 0.0 -0.4 -0.001
O 2.062 3.230 1.649 -0.2 0.3 0.0 0.000
C 1.860 4.545 1.037 0.1 -0.3 0.1 0.000
C 1.093 5.426 1.997 0.0 0.1 0.2 0.000
C 3.231 5.078 0.704 0.2 0.1 -0.1 0.000
H 4.451 1.155 4.107 -0.1 0.0 0.0 0.000
H 2.714 1.276 4.452 0.0 0.0 0.0 0.000
H 3.508 2.512 3.459 0.0 0.0 0.0 0.000
H 3.214 -0.430 2.730 0.0 -0.2 0.0 0.000
H 4.202 1.885 1.024 0.0 0.0 0.0 0.000
H 3.907 0.228 0.453 0.0 0.1 0.1 0.000
H 5.182 0.553 1.653 -0.1 0.0 0.0 0.000
H 1.295 4.403 0.116 -0.1 0.0 -0.1 0.000
H 1.655 5.554 2.928 -0.1 0.0 -0.1 0.000
H 0.123 4.988 2.236 0.0 0.0 0.0 0.000
H 0.936 6.413 1.549 0.0 -0.1 0.0 0.000
H 3.826 5.188 1.617 -0.1 0.0 -0.1 0.000
H 3.151 6.059 0.223 0.0 -0.1 0.1 0.000
H 3.753 4.401 0.024 -0.1 0.1 0.1 0.000
```
Positions in Å, forces in eV/Å.

=====

Below is a structure of composition C30H35Cl3O4Ru, with properties calculated with wB97M-V/def2-TZVPD.

## Properties
Spin multiplicity   5
LUMO (spin up / spin down)   -6.52 / -8.73 eV
HOMO level (spin up / spin down)   -14.34 / -14.45 eV
Orbital gap (spin up / spin down)   7.82 / 5.71 eV
Relative energy (zero: lowest compared OMol25 entry of this formula, charge and spin)   0.00 kcal per mole
Net charge   +2

XYZ file:
```
73
Properties=species:S:1:pos:R:3:forces:R:3:lowdin_spin:R:1
Ru 0.145 -0.594 -0.514 0.5 0.2 0.1 2.359
Cl -6.897 -0.100 -1.828 0.0 0.0 0.0 0.108
C -5.359 -0.506 -1.255 0.0 0.0 0.0 0.195
C -4.233 0.120 -1.849 0.0 -0.1 0.1 0.036
C -3.006 -0.207 -1.382 0.0 0.0 0.0 0.092
Cl -1.572 0.488 -2.102 -0.3 -0.1 -0.2 0.078
C -2.794 -1.141 -0.306 0.0 0.1 0.0 0.122
O -1.653 -1.409 0.152 -0.2 -0.1 0.0 0.239
C -3.981 -1.771 0.239 0.0 0.1 -0.1 0.140
Cl -3.768 -2.886 1.494 0.0 0.0 0.0 0.060
C -5.228 -1.448 -0.231 0.0 0.0 0.0 -0.024
H -4.370 0.825 -2.657 0.0 0.0 0.0 -0.001
H -6.108 -1.915 0.188 0.0 0.0 0.0 -0.003
C -6.561 1.676 1.829 0.0 0.0 0.0 0.000
C -5.107 1.801 1.487 0.0 0.0 0.0 0.002
C -4.673 2.730 0.540 0.0 0.0 0.0 0.005
C -3.331 2.904 0.256 0.0 0.0 0.0 0.002
C -2.928 3.936 -0.769 0.0 0.0 0.0 0.001
C -2.386 2.081 0.913 0.0 0.0 -0.1 0.007
C -1.002 2.221 0.528 -0.2 0.0 0.3 0.015
O -0.154 1.320 0.587 0.0 -0.1 -0.3 0.047
C -2.798 1.161 1.910 0.0 0.0 0.1 0.007
C -1.853 0.414 2.819 0.0 0.0 0.0 0.002
C -4.155 1.040 2.161 0.0 0.0 0.0 0.002
H -7.196 2.103 1.055 0.0 0.0 0.0 0.000
H -6.767 2.210 2.759 0.0 0.0 0.0 0.000
H -6.845 0.635 1.989 0.0 0.0 0.0 0.000
H -5.405 3.346 0.031 0.0 0.0 0.0 0.000
H -3.812 4.376 -1.224 0.0 0.0 0.0 0.000
H -2.318 3.516 -1.569 0.0 0.0 0.0 0.000
H -2.361 4.750 -0.312 0.0 0.0 0.0 0.000
H -0.670 3.198 0.158 0.0 0.0 0.0 0.002
H -0.839 0.798 2.785 0.0 0.0 0.0 0.000
H -1.815 -0.651 2.582 0.0 0.0 -0.1 0.001
H -2.216 0.498 3.843 0.0 0.0 0.0 0.000
H -4.483 0.362 2.944 0.0 0.0 0.0 0.000
C 6.706 -0.102 1.797 0.0 0.0 0.0 0.002
C 5.486 -0.851 1.366 0.0 0.0 0.0 0.010
C 5.589 -1.986 0.569 0.0 0.0 0.0 0.001
C 4.473 -2.691 0.156 0.1 0.0 0.0 0.008
C 4.666 -3.901 -0.721 0.0 0.0 0.0 0.001
C 3.190 -2.208 0.539 -0.1 0.0 0.0 0.009
C 2.090 -2.873 -0.063 0.1 -0.1 0.0 0.010
O 0.933 -2.445 -0.323 -0.1 0.1 0.0 0.081
C 3.076 -1.094 1.420 0.0 0.0 0.0 0.004
C 1.791 -0.730 2.107 -0.1 -0.1 -0.1 0.031
C 4.220 -0.434 1.798 0.0 -0.1 0.0 0.002
H 7.606 -0.487 1.324 0.0 0.0 0.0 0.000
H 6.828 -0.176 2.880 0.0 0.0 0.0 0.001
H 6.608 0.958 1.558 0.0 0.0 0.0 0.001
H 6.569 -2.326 0.259 0.0 0.0 0.0 0.000
H 5.725 -4.047 -0.921 0.0 0.0 0.0 0.000
H 4.162 -3.808 -1.683 0.0 0.0 0.0 0.000
H 4.299 -4.808 -0.235 0.0 0.0 0.0 0.000
H 2.251 -3.900 -0.400 0.0 0.0 0.0 0.003
H 0.896 -0.870 1.489 0.1 0.0 0.3 0.009
H 1.804 0.296 2.463 0.0 0.0 0.0 0.001
H 1.630 -1.397 2.958 0.1 0.0 0.0 0.002
H 4.147 0.408 2.475 0.0 0.0 0.0 0.000
C 1.791 1.549 -2.957 0.0 0.0 0.1 0.014
C 2.261 0.219 -2.375 0.0 0.0 0.0 0.014
C 1.760 -0.962 -3.197 0.0 0.0 0.1 0.011
C 3.778 0.198 -2.253 0.0 0.0 0.0 0.001
O 1.765 0.146 -1.017 0.0 -0.1 0.0 0.283
H 2.236 1.701 -3.939 0.0 0.0 0.0 0.002
H 2.089 2.372 -2.308 0.0 0.0 0.0 0.000
H 0.706 1.575 -3.079 0.0 0.0 0.0 0.000
H 2.075 -0.851 -4.233 0.0 0.0 0.0 0.001
H 0.667 -1.031 -3.208 0.0 0.0 0.0 0.004
H 2.159 -1.905 -2.820 0.0 0.0 0.0 0.000
H 4.230 0.302 -3.240 0.0 0.0 0.0 0.000
H 4.119 -0.740 -1.813 0.0 0.0 0.0 0.000
H 4.119 1.019 -1.624 0.0 0.0 0.0 0.000
```
Positions in Å, forces in eV/Å.

=====

Below is a structure of composition C30H35FeN6O5SbTe, with properties calculated with wB97M-V/def2-TZVPD.

## Properties
Spin multiplicity   5
LUMO (spin up / spin down)   4.43 / 4.42 eV
HOMO level (spin up / spin down)   -0.54 / -0.59 eV
Orbital gap (spin up / spin down)   4.96 / 5.02 eV
Relative energy (zero: lowest compared OMol25 entry of this formula, charge and spin)   0.00 kcal per mole
Net charge   -2

XYZ file:
```
79
Properties=species:S:1:pos:R:3:forces:R:3:lowdin_spin:R:1
Fe 0.935 0.340 2.800 0.2 0.4 0.3 3.685
O 0.036 -0.141 4.718 -0.2 -0.1 0.3 0.035
N -1.218 -0.152 4.746 0.3 -0.1 0.1 0.003
N -1.755 0.495 3.776 -0.9 0.0 -0.1 0.005
O -1.047 1.111 2.854 0.0 0.1 -0.1 0.047
C -3.192 0.485 3.654 1.2 0.1 -0.1 0.001
C -4.008 0.056 4.687 -0.3 -0.1 0.2 0.001
C -5.383 0.084 4.506 0.1 0.0 0.0 0.000
C -5.935 0.534 3.311 0.0 0.0 0.1 0.001
C -5.098 0.952 2.291 0.3 0.0 -0.1 0.000
C -3.715 0.932 2.455 -0.5 0.0 -0.1 0.001
H -3.572 -0.298 5.610 0.0 0.0 -0.1 0.000
H -6.026 -0.252 5.311 0.0 0.0 0.0 0.000
H -7.010 0.544 3.177 0.0 0.0 0.0 0.000
H -5.504 1.283 1.344 0.0 0.0 0.0 0.000
H -3.037 1.224 1.669 0.0 0.0 0.0 0.000
N 3.210 0.050 2.775 0.0 0.1 0.0 0.028
N 3.902 1.204 3.160 0.1 0.0 -0.1 0.003
C 3.216 2.087 4.032 -0.3 0.1 0.2 0.003
O 3.900 2.996 4.539 0.0 0.0 -0.1 0.002
O 1.978 1.882 4.154 -0.1 0.1 -0.2 0.026
H 3.406 -0.777 3.329 0.0 0.0 0.0 0.001
H 3.310 -0.167 1.792 0.1 0.0 0.0 0.002
H 4.887 1.112 3.358 0.0 0.0 0.0 0.001
C 3.251 -0.283 -3.721 0.0 0.0 0.0 0.000
C 1.888 -0.076 -4.343 0.0 0.0 0.0 0.000
C 1.832 0.301 -5.684 0.0 0.0 0.0 0.000
C 0.618 0.487 -6.333 0.0 0.0 0.1 0.000
C -0.554 0.285 -5.622 0.1 0.0 0.1 0.000
C -0.492 -0.086 -4.279 0.0 0.0 0.0 0.000
C 0.711 -0.276 -3.590 0.1 0.1 -0.1 0.004
Sb 0.963 -0.742 -1.279 -0.1 0.2 -0.2 0.012
C 1.374 -2.745 -2.003 0.0 -0.2 0.1 0.003
C 0.479 -3.373 -2.874 0.1 0.0 0.0 0.001
C 0.713 -4.648 -3.367 0.0 0.0 0.0 0.000
C 1.873 -5.322 -3.007 -0.1 0.0 0.0 0.001
C 2.783 -4.701 -2.166 0.0 0.1 0.0 0.000
C 2.554 -3.420 -1.657 0.0 0.0 0.0 0.002
C 3.612 -2.815 -0.768 0.0 0.0 0.0 0.003
C -1.198 -0.811 -1.179 0.0 0.0 0.0 0.002
C -1.866 -2.026 -1.038 0.0 0.1 0.0 0.002
C -3.252 -2.090 -0.990 0.0 0.0 0.0 0.000
C -3.997 -0.921 -1.065 0.0 0.0 0.0 0.000
C -3.341 0.297 -1.166 0.0 0.0 0.0 0.000
C -1.949 0.371 -1.215 0.1 0.0 0.0 0.000
C -1.281 1.725 -1.238 0.0 -0.1 0.0 0.000
H 4.047 -0.021 -4.421 0.0 0.0 0.0 0.000
H 3.391 -1.325 -3.420 0.0 0.0 0.0 0.000
H 3.376 0.322 -2.819 0.0 0.0 0.0 0.000
H 2.760 0.450 -6.230 0.0 0.0 0.0 0.000
H 0.592 0.780 -7.377 0.0 0.0 0.0 0.000
H -1.517 0.415 -6.105 0.0 0.0 0.0 0.000
H -1.432 -0.246 -3.759 0.0 0.0 0.1 0.000
H -0.417 -2.845 -3.181 0.0 0.0 0.0 0.000
H -0.006 -5.107 -4.037 0.0 0.0 0.0 0.000
H 2.072 -6.319 -3.383 0.0 0.0 0.0 0.000
H 3.702 -5.212 -1.894 0.0 0.0 0.0 0.000
H 3.558 -3.228 0.241 0.0 0.0 0.0 0.002
H 3.487 -1.739 -0.658 0.0 0.0 0.0 0.001
H 4.606 -3.009 -1.183 0.0 0.0 0.0 0.000
H -1.287 -2.936 -0.932 0.0 0.0 0.0 0.001
H -3.742 -3.050 -0.873 0.0 0.0 0.0 0.000
H -5.080 -0.955 -1.025 0.0 0.0 0.0 0.000
H -3.914 1.219 -1.200 0.0 0.0 0.0 0.000
H -1.999 2.507 -1.492 0.0 0.0 0.0 0.000
H -0.468 1.762 -1.965 0.0 0.0 -0.1 0.000
H -0.843 1.951 -0.261 0.0 0.0 0.0 0.000
C 0.269 4.751 3.479 0.0 0.0 0.0 0.000
N 0.147 3.686 2.506 0.1 0.1 -0.1 0.002
C 1.237 3.211 1.850 -0.1 -0.1 0.2 0.006
N 2.338 4.050 1.779 0.1 -0.2 0.0 0.002
O 1.242 2.107 1.298 -0.1 0.1 -0.1 0.019
H -0.727 5.016 3.832 0.0 0.0 0.0 0.000
H 0.703 5.641 3.020 0.0 0.0 0.0 0.000
H 0.885 4.449 4.333 0.0 0.0 0.0 0.000
H -0.512 2.943 2.728 0.0 -0.1 0.0 0.000
H 2.584 4.470 2.668 0.0 0.0 0.0 0.000
H 3.117 3.495 1.447 0.0 0.0 0.0 0.000
Te 0.832 -1.950 1.573 -0.1 -0.6 -0.2 0.089
```
Positions in Å, forces in eV/Å.

=====

Below is a structure of composition C30H35INO2PPdSi2, with properties calculated with wB97M-V/def2-TZVPD.

## Properties
LUMO   -0.56 eV
HOMO level   -6.38 eV
Orbital gap   5.82 eV

XYZ file:
```
73
Properties=species:S:1:pos:R:3:forces:R:3:lowdin_charge:R:1
Pd -0.324 -0.221 -1.864 0.4 0.6 -0.2 0.388
C 0.390 3.115 -1.272 -0.2 0.2 0.0 -0.219
Si 0.270 1.859 -2.668 0.8 -1.1 0.1 0.492
C -1.032 2.374 -3.922 -0.1 0.2 0.1 -0.217
C 1.963 1.765 -3.496 -0.1 0.6 -0.2 -0.319
C 2.582 2.862 -4.109 0.0 -0.1 0.0 -0.104
C 3.836 2.744 -4.688 0.0 0.0 0.0 -0.101
C 4.493 1.516 -4.664 0.0 0.0 0.0 -0.101
C 3.887 0.427 -4.060 0.0 0.1 0.0 -0.105
C 2.621 0.539 -3.471 0.5 -0.4 -0.2 -0.319
Si 1.749 -0.889 -2.600 -0.6 1.1 0.0 0.480
C 2.839 -1.413 -1.152 0.1 -0.2 0.0 -0.217
C 1.504 -2.330 -3.788 0.1 -0.1 0.0 -0.220
H 0.707 4.092 -1.654 0.0 0.0 0.0 0.024
H 1.119 2.781 -0.533 0.0 0.0 0.0 0.010
H -0.570 3.247 -0.767 0.0 0.0 0.0 0.020
H -0.722 3.276 -4.459 0.0 0.0 0.0 0.022
H -1.987 2.583 -3.433 0.0 0.0 0.0 0.019
H -1.191 1.575 -4.646 0.0 0.0 0.0 0.020
H 2.078 3.825 -4.134 0.0 0.0 0.0 0.097
H 4.305 3.601 -5.157 0.0 0.0 0.0 0.095
H 5.473 1.416 -5.115 0.0 0.0 0.0 0.095
H 4.409 -0.527 -4.047 0.0 0.0 0.0 0.096
H 3.879 -1.528 -1.476 0.0 0.0 0.0 0.023
H 2.515 -2.368 -0.728 0.0 0.0 0.0 0.008
H 2.808 -0.659 -0.364 0.0 0.0 0.0 0.017
H 2.445 -2.622 -4.266 0.0 0.0 0.0 0.021
H 0.793 -2.047 -4.565 0.0 0.0 0.0 0.020
H 1.105 -3.202 -3.262 0.0 0.0 0.0 0.015
O -0.517 -0.041 0.602 -0.4 -0.3 0.1 -0.383
P -0.654 -0.048 2.089 0.2 0.0 -0.3 0.775
C 0.660 -1.015 2.852 0.0 0.0 0.1 -0.274
C 1.220 -0.692 4.085 0.0 0.0 0.0 -0.082
C 2.234 -1.480 4.612 0.0 0.0 0.0 -0.075
C 2.686 -2.587 3.909 0.0 0.0 0.0 -0.076
C 2.128 -2.914 2.679 0.0 0.0 0.0 -0.069
C 1.115 -2.130 2.151 0.0 0.0 0.0 -0.072
C -2.214 -0.776 2.629 0.0 0.0 0.1 -0.278
C -3.242 -0.902 1.699 -0.1 0.0 0.0 -0.080
C -4.450 -1.474 2.076 0.0 0.0 0.0 -0.086
C -4.630 -1.917 3.379 0.0 0.0 0.0 -0.075
C -3.603 -1.801 4.308 0.0 0.0 0.0 -0.074
C -2.394 -1.237 3.933 0.0 0.0 0.0 -0.073
C -0.543 1.613 2.762 -0.1 0.0 0.0 -0.275
C -1.606 2.244 3.400 0.0 0.0 0.0 -0.065
C -1.504 3.585 3.750 0.0 0.0 0.0 -0.076
C -0.348 4.291 3.457 0.0 0.0 0.0 -0.075
C 0.719 3.663 2.825 0.0 0.0 0.0 -0.068
C 0.623 2.327 2.478 0.0 0.0 0.0 -0.082
H 0.868 0.177 4.629 0.0 0.0 0.0 0.108
H 2.675 -1.227 5.567 0.0 0.0 0.0 0.105
H 3.481 -3.197 4.319 0.0 0.0 0.0 0.105
H 2.488 -3.776 2.133 0.0 0.0 0.0 0.107
H 0.679 -2.367 1.188 0.1 0.0 0.0 0.100
H -3.096 -0.545 0.687 0.0 0.0 0.0 0.095
H -5.246 -1.577 1.351 0.0 0.0 0.0 0.061
H -5.574 -2.361 3.670 0.0 0.0 0.0 0.106
H -3.747 -2.151 5.321 0.0 0.0 0.0 0.106
H -1.584 -1.159 4.649 0.0 0.0 0.0 0.107
H -2.512 1.692 3.616 0.0 0.0 0.0 0.104
H -2.334 4.080 4.238 0.0 0.0 0.0 0.105
H -0.278 5.340 3.717 0.0 0.0 0.0 0.105
H 1.616 4.221 2.593 0.0 0.0 0.0 0.109
H 1.444 1.830 1.973 0.0 0.0 0.0 0.116
N -1.841 -2.543 -1.201 -0.3 0.1 0.1 0.152
C -2.418 -2.278 -2.410 0.2 -0.4 -0.3 -0.715
O -2.026 -1.373 -3.123 -0.4 -0.2 0.0 -0.026
C -3.558 -3.163 -2.830 -1.7 1.1 1.1 -0.390
I -5.310 -2.112 -1.900 0.3 -0.1 -0.2 0.753
H -1.362 -1.733 -0.788 -0.1 -0.4 0.2 0.041
H -2.364 -3.104 -0.544 0.1 0.0 0.0 0.100
H -3.734 -4.100 -2.319 0.6 -0.3 -0.4 0.028
H -3.889 -3.077 -3.853 0.6 -0.3 -0.2 0.041
```
Positions in Å, forces in eV/Å.